No. 1
Formula: C49H108F12O41S11
Source: the Open Molecules 2025 dataset
Level of theory: ωB97M-V with the def2-TZVPD basis set

Output
- Net charge: 0
- Frontier orbital gap: 0.3952 Ha
- HOMO level: -10.64 eV
- M: 1934.07 g/mol

XYZ file:
```
221
C49H108F12O41S11 ωB97M-V with the def2-TZVPD basis set
C 3.316 4.411 7.704
C 2.611 3.417 6.767
O 3.433 3.165 5.613
C 4.090 2.003 5.551
O 4.068 1.103 6.330
C 5.095 2.074 4.359
F 4.576 2.538 3.226
F 6.091 2.820 4.679
F 5.496 0.839 4.117
H 3.634 5.196 6.976
H 4.227 3.969 8.076
H 2.716 4.777 8.562
H 1.720 3.851 6.321
H 2.435 2.455 7.187
C -3.720 -7.998 1.093
C -2.890 -6.869 1.516
O -3.555 -5.575 1.209
C -3.473 -5.162 0.014
O -3.020 -5.747 -0.963
C -4.153 -3.772 -0.205
F -5.224 -3.933 -0.988
F -4.532 -3.167 0.900
F -3.261 -2.969 -0.776
H -3.764 -7.994 0.003
H -4.729 -7.850 1.455
H -3.336 -8.958 1.394
H -1.938 -6.768 1.075
H -2.733 -6.755 2.611
C -5.060 4.762 -1.856
C -4.171 5.423 -2.867
O -2.866 4.764 -2.763
C -2.757 3.641 -3.458
O -3.534 3.144 -4.224
C -1.439 2.909 -3.207
F -0.413 3.620 -2.807
F -1.761 2.050 -2.242
F -1.175 2.124 -4.251
H -4.998 3.701 -1.936
H -6.127 4.921 -2.052
H -4.734 5.039 -0.845
H -3.923 6.464 -2.608
H -4.489 5.374 -3.939
C 3.785 3.256 -1.075
C 4.359 3.736 0.264
O 3.224 4.101 1.068
C 3.593 4.974 2.000
O 4.682 5.404 2.192
C 2.330 5.417 2.801
F 1.750 4.361 3.369
F 2.600 6.220 3.781
F 1.500 5.896 1.931
H 4.579 3.042 -1.782
H 3.113 4.033 -1.480
H 3.161 2.400 -0.874
H 4.989 4.662 0.160
H 4.947 3.013 0.844
O -2.867 -1.534 5.427
S -3.174 -1.867 4.082
O -4.390 -1.393 3.511
O -2.099 -1.285 3.123
C -0.830 -1.005 3.630
C 0.234 -2.012 3.204
C -2.921 -3.643 3.850
H -0.857 -0.923 4.774
H -0.667 -0.058 3.166
H 0.010 -2.994 3.563
H 1.207 -1.863 3.724
H 0.407 -1.993 2.137
H -1.834 -3.688 4.031
H -3.255 -3.980 2.838
H -3.425 -4.120 4.657
O -0.299 2.222 5.776
S -1.375 2.574 4.858
O -1.321 2.222 3.482
O -2.690 1.879 5.326
C -2.942 1.484 6.691
C -4.281 1.910 7.235
C -1.660 4.303 4.850
H -2.162 1.895 7.318
H -2.919 0.419 6.563
H -5.072 1.657 6.545
H -4.371 2.949 7.461
H -4.503 1.398 8.213
H -1.689 4.740 5.857
H -2.678 4.361 4.402
H -0.832 4.750 4.301
O 2.174 -5.336 2.008
S 0.945 -5.959 1.763
O -0.222 -5.672 2.575
O 0.473 -5.727 0.271
C 1.220 -4.747 -0.529
C 0.758 -4.916 -1.919
C 1.137 -7.733 1.811
H 2.325 -4.847 -0.427
H 0.924 -3.800 -0.126
H 0.699 -5.977 -2.155
H 1.483 -4.487 -2.604
H -0.212 -4.510 -2.203
H 0.198 -8.169 1.489
H 1.488 -8.145 2.795
H 1.920 -8.037 1.103
O 3.376 -1.580 3.197
S 4.559 -1.712 2.383
O 4.730 -0.857 1.234
O 5.796 -1.707 3.344
C 7.111 -1.594 2.841
C 7.920 -1.059 4.011
C 4.522 -3.361 1.640
H 7.154 -0.909 1.992
H 7.463 -2.579 2.732
H 8.981 -1.289 3.843
H 7.465 -1.508 4.913
H 7.708 0.010 4.151
H 4.715 -4.096 2.448
H 5.376 -3.421 0.984
H 3.569 -3.431 1.098
O -1.071 -3.999 -4.546
S -0.897 -3.382 -5.844
O -0.902 -1.966 -5.955
O 0.467 -3.808 -6.353
C 1.055 -5.123 -5.914
C 2.567 -5.063 -5.726
C -2.078 -4.040 -6.974
H 0.776 -5.901 -6.631
H 0.532 -5.369 -4.952
H 2.754 -4.262 -5.006
H 3.043 -4.780 -6.648
H 2.931 -5.961 -5.232
H -2.968 -3.817 -6.447
H -1.957 -5.128 -6.929
H -1.962 -3.675 -8.024
O 1.482 0.376 -1.917
S 0.937 -0.693 -1.125
O 1.814 -1.688 -0.517
O -0.040 0.046 -0.105
C 0.537 1.132 0.717
C 1.946 0.856 1.244
C -0.261 -1.511 -2.108
H -0.088 1.315 1.594
H 0.529 1.978 0.034
H 1.932 -0.095 1.727
H 2.187 1.584 2.037
H 2.797 0.866 0.530
H -0.851 -0.780 -2.651
H -0.920 -2.151 -1.494
H 0.338 -2.176 -2.730
O 7.318 -2.524 -0.205
S 6.806 -2.516 -1.518
O 5.761 -3.441 -1.898
O 6.270 -1.147 -1.779
C 4.869 -0.874 -2.081
C 4.491 -1.244 -3.537
C 8.132 -2.629 -2.628
H 4.822 0.200 -1.992
H 4.235 -1.358 -1.374
H 3.448 -0.994 -3.749
H 4.612 -2.285 -3.736
H 5.107 -0.592 -4.198
H 7.629 -2.589 -3.574
H 8.727 -3.513 -2.410
H 8.765 -1.743 -2.527
O 0.032 4.119 -6.103
S 0.530 3.188 -7.108
O 0.656 3.576 -8.470
O 2.018 2.762 -6.673
C 2.333 2.535 -5.276
C 3.725 2.091 -5.274
C -0.376 1.617 -7.041
H 1.669 1.764 -4.857
H 2.139 3.475 -4.773
H 3.964 2.121 -4.195
H 4.483 2.605 -5.807
H 3.726 1.066 -5.618
H -0.020 0.926 -7.825
H -1.443 1.879 -7.079
H -0.153 1.157 -6.071
O -3.494 7.524 1.427
S -2.575 7.094 2.440
O -3.012 6.892 3.795
O -1.833 5.796 1.961
C -1.444 5.716 0.558
C -1.184 4.309 0.207
C -1.280 8.355 2.546
H -0.465 6.215 0.390
H -2.324 6.154 0.082
H -0.446 3.805 0.894
H -0.669 4.340 -0.761
H -2.180 3.817 0.100
H -0.667 8.036 3.387
H -1.774 9.324 2.613
H -0.705 8.350 1.580
O -5.355 0.232 -1.271
S -4.986 0.989 -0.093
O -5.107 2.429 -0.178
O -5.934 0.372 1.030
C -6.023 1.271 2.283
C -7.247 0.782 3.060
C -3.334 0.599 0.518
H -6.123 2.285 1.881
H -5.180 1.233 2.970
H -6.960 -0.130 3.523
H -8.167 0.624 2.521
H -7.387 1.557 3.842
H -2.676 1.044 -0.230
H -3.247 -0.481 0.549
H -3.172 1.127 1.461
O -5.372 -2.912 -7.221
S -5.637 -2.105 -6.066
O -6.810 -2.356 -5.247
O -4.378 -2.264 -5.170
C -4.165 -1.707 -3.812
C -3.276 -0.458 -3.669
C -5.776 -0.392 -6.530
H -3.605 -2.531 -3.369
H -5.121 -1.471 -3.314
H -2.327 -0.666 -4.179
H -3.138 -0.302 -2.594
H -3.783 0.426 -4.041
H -4.809 0.007 -6.812
H -6.050 0.189 -5.630
H -6.545 -0.338 -7.321
```

=====

No. 2
Formula: C22H21N3O3Re
Source: the Open Molecules 2025 dataset
Level of theory: ωB97M-V with the def2-TZVPD basis set

Output
- Net charge: +2
- Frontier orbital gap (spin up / spin down): 0.2019 / 0.1997 Ha
- HOMO level (spin up / spin down): -14.28 / -14.24 eV
- 2S+1: 2
- M: 561.64 g/mol

XYZ file:
```
50
C22H21N3O3Re ωB97M-V with the def2-TZVPD basis set
Re -0.459 -0.218 0.091
O -1.768 -0.830 1.423
C -0.667 -0.939 2.180
C -0.248 -2.359 2.432
C 1.043 -2.484 3.179
C 1.473 -1.491 3.968
C 0.831 -0.188 3.943
C -0.154 0.103 3.059
C -0.475 1.433 2.601
N -0.661 1.482 1.328
N -1.107 2.680 0.773
C -1.328 2.484 -0.477
O -1.082 1.217 -0.962
C -1.819 3.475 -1.416
C -1.803 4.824 -1.053
C -2.301 5.767 -1.931
C -2.823 5.367 -3.156
C -2.842 4.026 -3.516
C -2.334 3.074 -2.650
H -1.024 -2.769 3.102
H 1.553 -3.439 3.165
H 2.344 -1.619 4.594
H 1.252 0.608 4.547
H -0.564 2.326 3.210
H -1.400 5.121 -0.094
H -2.286 6.814 -1.663
H -3.220 6.110 -3.836
H -3.252 3.725 -4.470
H -2.347 2.028 -2.924
O 1.495 0.586 -0.415
C 2.659 -0.304 -0.555
C 2.589 -1.025 -1.885
C 1.217 -1.664 -2.132
C 0.827 -2.626 -1.041
C 1.212 -3.918 -1.050
C 0.874 -4.851 0.000
C 0.101 -4.436 1.002
C -0.410 -3.044 1.074
N 0.090 -2.093 0.024
H 1.517 1.242 -1.131
H 2.597 -0.979 0.296
H 3.553 0.308 -0.453
H 3.362 -1.797 -1.879
H 2.833 -0.348 -2.708
H 1.214 -2.180 -3.091
H 0.438 -0.893 -2.248
H 1.809 -4.257 -1.888
H 1.215 -5.874 -0.062
H -0.226 -5.110 1.786
H -1.498 -3.064 0.913
```

=====

No. 3
Formula: C4H10NOP
Source: the Open Molecules 2025 dataset
Level of theory: ωB97M-V with the def2-TZVPD basis set

Output
- Net charge: 0
- Frontier orbital gap: 0.2795 Ha
- HOMO level: -7.51 eV
- M: 119.10 g/mol

XYZ file:
```
17
C4H10NOP ωB97M-V with the def2-TZVPD basis set
C -2.335 -0.451 1.450
C 0.780 -1.443 -0.140
C 1.303 1.611 0.359
C -1.058 0.201 -1.548
N 1.872 -1.385 0.432
O 0.049 0.993 0.741
P -0.715 -0.296 0.198
H -2.355 -1.448 1.734
H -1.878 0.130 2.236
H 0.420 -2.078 -0.916
H 1.507 1.035 -0.624
H 2.111 1.533 1.183
H 1.080 2.652 0.184
H -2.200 0.363 -1.659
H -0.341 1.176 -1.800
H -0.745 -0.433 -2.362
H 2.505 -2.162 0.533
```

=====

No. 4
Formula: C29H20Cl5N7O4SeTi
Source: the Open Molecules 2025 dataset
Level of theory: ωB97M-V with the def2-TZVPD basis set

Output
- Net charge: -2
- Frontier orbital gap (spin up / spin down): 0.1734 / 0.1961 Ha
- HOMO level (spin up / spin down): -0.37 / -1.21 eV
- 2S+1: 3
- M: 834.62 g/mol

XYZ file:
```
67
C29H20Cl5N7O4SeTi ωB97M-V with the def2-TZVPD basis set
Ti 0.410 -0.708 -0.573
C 0.992 -1.456 3.779
C 0.289 -0.431 4.507
C -0.626 0.286 3.802
C -0.728 0.135 2.386
N 0.527 -0.269 1.703
C 0.998 -1.452 2.437
N -1.922 0.210 1.847
C -2.310 -0.274 0.696
N -1.484 -1.003 -0.161
C -2.208 -1.647 -1.098
N -1.809 -2.625 -1.899
C -0.649 -3.270 -1.684
C -0.466 -4.464 -2.439
C 0.595 -5.282 -2.203
C 1.525 -4.933 -1.202
C 1.336 -3.745 -0.553
N 0.310 -2.899 -0.784
C -3.588 -1.187 -0.965
C -4.733 -1.479 -1.700
C -5.932 -0.922 -1.302
C -5.988 -0.092 -0.166
C -4.863 0.193 0.579
C -3.639 -0.357 0.172
H 1.432 -2.298 4.301
H 0.366 -0.355 5.583
H -1.370 0.910 4.280
H 1.364 -2.269 1.831
H -1.211 -4.677 -3.191
H 0.722 -6.187 -2.786
H 2.388 -5.542 -0.975
H 2.062 -3.403 0.176
H -4.666 -2.127 -2.565
H -6.837 -1.119 -1.865
H -6.941 0.335 0.127
H -4.909 0.830 1.453
Cl 2.913 -0.855 -0.031
C 2.867 0.388 1.313
C 1.635 0.757 1.807
C 1.616 1.945 2.578
Cl 0.215 3.046 2.558
C 2.796 2.420 3.114
Cl 2.760 3.783 4.255
C 4.016 1.874 2.769
Cl 5.462 2.157 3.738
C 4.053 0.929 1.724
Cl 5.545 0.680 0.817
C 2.900 4.023 -1.919
C 1.678 3.333 -1.419
C 0.405 3.778 -1.138
C -0.325 2.629 -0.803
N 0.458 1.553 -0.843
N 1.686 2.013 -1.205
C -1.776 2.580 -0.474
H 3.193 4.828 -1.243
H 2.722 4.444 -2.909
H 3.726 3.319 -1.995
H 0.034 4.787 -1.179
H 2.333 1.356 -1.696
H -2.237 3.524 -0.766
H -1.941 2.427 0.592
H -2.273 1.775 -1.014
O 2.904 0.420 -3.053
Se 1.457 0.063 -3.736
O 1.544 -1.021 -4.929
O 0.629 -0.764 -2.425
O 0.569 1.383 -4.038
```

=====

No. 5
Formula: C30H45ClN3NaO4SbSi3
Source: the Open Molecules 2025 dataset
Level of theory: ωB97M-V with the def2-TZVPD basis set

Output
- Net charge: -1
- Frontier orbital gap: 0.2649 Ha
- HOMO level: -4.99 eV
- M: 776.17 g/mol

XYZ file:
```
88
C30H45ClN3NaO4SbSi3 ωB97M-V with the def2-TZVPD basis set
Na -1.979 -0.261 -0.862
O -3.584 -3.434 -1.917
C -2.514 -2.781 -1.881
N -1.694 -2.563 -0.870
C -2.142 -3.110 0.382
C -2.029 -2.187 1.583
C -2.431 -2.693 2.824
C -2.373 -1.878 3.935
C -1.944 -0.562 3.787
C -1.594 -0.137 2.519
N -1.610 -0.933 1.444
C -2.094 -2.124 -3.209
C -2.746 -2.560 -4.360
C -2.415 -1.980 -5.572
C -1.466 -0.963 -5.594
C -0.890 -0.580 -4.393
N -1.179 -1.152 -3.226
H -1.571 -4.020 0.635
H -3.188 -3.439 0.338
H -2.784 -3.716 2.894
H -2.668 -2.255 4.908
H -1.892 0.124 4.623
H -1.291 0.889 2.343
H -3.499 -3.329 -4.256
H -2.893 -2.304 -6.489
H -1.183 -0.470 -6.515
H -0.155 0.220 -4.363
C 1.721 -2.040 2.685
Si 2.485 -0.599 1.756
C 2.097 0.983 2.691
C 4.348 -0.855 1.839
Sb 1.420 -0.415 -0.559
Si 2.759 1.559 -1.453
C 4.598 1.672 -1.066
C 1.903 3.083 -0.766
C 2.527 1.602 -3.318
Si 2.447 -2.480 -1.649
C 4.305 -2.727 -1.431
C 2.063 -2.418 -3.484
C 1.562 -3.968 -0.937
H 2.001 -1.985 3.743
H 2.091 -2.991 2.291
H 0.631 -2.044 2.620
H 2.521 0.950 3.700
H 1.015 1.109 2.786
H 2.503 1.863 2.184
H 4.623 -0.919 2.900
H 4.914 -0.032 1.402
H 4.663 -1.782 1.362
H 4.763 1.898 -0.009
H 5.033 2.492 -1.650
H 5.141 0.757 -1.311
H 2.119 3.238 0.294
H 0.821 2.960 -0.898
H 2.225 3.978 -1.311
H 2.856 0.682 -3.809
H 3.088 2.439 -3.749
H 1.468 1.757 -3.542
H 4.873 -1.797 -1.470
H 4.676 -3.387 -2.224
H 4.513 -3.218 -0.477
H 2.480 -1.541 -3.985
H 0.979 -2.420 -3.635
H 2.482 -3.309 -3.967
H 1.829 -4.139 0.110
H 1.827 -4.865 -1.508
H 0.481 -3.807 -1.001
C -4.896 3.426 2.725
C -3.401 3.445 2.854
C -2.762 3.141 4.045
C -1.376 3.115 4.112
Cl -0.598 2.714 5.626
C -0.609 3.373 2.996
C -1.238 3.671 1.791
C -2.623 3.733 1.725
O -3.312 4.067 0.609
C -2.684 3.774 -0.634
C -2.413 2.258 -0.790
O -1.383 1.935 -1.427
O -3.249 1.491 -0.260
H -5.362 3.105 3.657
H -5.188 2.747 1.922
H -5.282 4.414 2.461
H -3.347 2.903 4.925
H 0.471 3.329 3.053
H -0.631 3.838 0.910
H -1.761 4.342 -0.768
H -3.395 4.089 -1.395
```

=====

No. 6
Formula: CH3IOS2
Source: the Open Molecules 2025 dataset
Level of theory: ωB97M-V with the def2-TZVPD basis set

Output
- Net charge: 0
- Frontier orbital gap (spin up / spin down): 0.2683 / 0.2358 Ha
- HOMO level (spin up / spin down): -7.55 / -9.09 eV
- 2S+1: 3
- M: 222.07 g/mol

XYZ file:
```
8
CH3IOS2 ωB97M-V with the def2-TZVPD basis set
C 1.240 -0.527 0.253
O -1.093 1.421 -1.486
S 0.258 0.456 1.436
S -1.706 1.369 -0.172
I -3.032 -0.593 -0.100
H 1.500 0.071 -0.630
H 0.834 -1.460 -0.195
H 1.999 -0.737 0.895
```

=====

Let's list strongest force on any atom in order: 3.814; 1.295; 4.432; 0.811; 0.546; 3.131 eV/A.